Entry 1:
{
  "formula": "C3H9N3",
  "method": "the ωB97M-V functional and the def2-TZVPD basis",
  "elements": ["N", "C", "C", "N", "H", "H", "H", "H", "H", "H", "C", "N", "H", "H", "H"],
  "coordinates": [[-0.646, 0.561, 0.375], [-0.427, 0.223, -0.983], [-0.383, 1.128, -2.030], [0.340, 0.941, -3.215], [0.280, 0.637, 0.853], [-1.218, -0.130, 0.913], [-0.244, -0.847, -1.174], [-0.590, 2.162, -1.745], [0.390, 1.830, -3.687], [-0.066, 0.187, -3.745], [0.173, -1.267, 3.072], [1.149, -1.985, 2.715], [-0.719, -1.789, 3.529], [0.084, -0.189, 2.887], [1.877, -1.464, 2.236]],
  "nbo_charge": [-0.852, -0.095, -0.039, -0.820, 0.360, 0.362, 0.154, 0.182, 0.374, 0.376, -0.055, -0.589, 0.165, 0.146, 0.332],
  "e_homo_ev": -8.00,
  "e_above_lowest_kcal_mol": 59.21,
  "mol_weight_g_mol": 87.13,
  "e_tot_ev": -7725.006,
  "spin_multiplicity": 1,
  "fmax_ha_per_bohr": 0.079,
  "smiles": "N/C=C/N.C=N"
}



Entry 2:
{
  "formula": "C3H9NO2",
  "method": "the ωB97M-V functional and the def2-TZVPD basis",
  "elements": ["C", "C", "O", "O", "H", "H", "H", "H", "C", "N", "H", "H", "H", "H", "H"],
  "coordinates": [[-1.498, 1.784, 1.472], [-0.719, 1.814, 0.192], [0.143, 2.511, -0.261], [-1.208, 0.749, -0.520], [-0.866, 1.407, 2.241], [-2.363, 1.163, 1.466], [-1.759, 2.769, 1.763], [-0.670, 0.320, -1.420], [1.854, -1.835, -0.682], [0.479, -1.668, -1.224], [2.117, -0.999, -0.061], [2.552, -2.047, -1.453], [1.914, -2.598, 0.100], [0.062, -0.901, -0.751], [-0.037, -2.469, -0.861]],
  "nbo_charge": [-0.721, 0.803, -0.568, -0.755, 0.241, 0.243, 0.236, 0.516, -0.422, -0.833, 0.192, 0.194, 0.179, 0.341, 0.356],
  "e_homo_ev": -10.02,
  "e_above_lowest_kcal_mol": 43.36,
  "mol_weight_g_mol": 91.11,
  "e_tot_ev": -8841.075,
  "spin_multiplicity": 1,
  "fmax_ha_per_bohr": 0.095,
  "smiles": "CC(=O)O.CN"
}



Entry 3:
{
  "formula": "CFN4S",
  "method": "the ωB97M-V functional and the def2-TZVPD basis",
  "elements": ["C", "N", "N", "N", "N", "F", "S"],
  "coordinates": [[0.335, 0.334, 0.245], [-0.316, -0.810, 0.702], [-0.570, 0.951, -0.614], [-1.470, -0.765, 0.182], [-1.634, 0.275, -0.557], [3.872, -0.492, -0.709], [1.833, 0.833, 0.784]],
  "nbo_charge": [-0.093, -0.207, -0.217, -0.100, -0.087, -0.742, 0.447],
  "charge": -1,
  "e_homo_ev": [-5.63, -5.60],
  "e_above_lowest_kcal_mol": 58.90,
  "mol_weight_g_mol": 119.10,
  "e_tot_ev": -20547.319,
  "spin_multiplicity": 1,
  "fmax_ha_per_bohr": 0.095
}



Entry 4:
{
  "formula": "C31H34N8",
  "method": "the ωB97M-V functional and the def2-TZVPD basis",
  "elements": ["C", "C", "C", "N", "C", "C", "H", "H", "H", "H", "H", "C", "C", "C", "N", "C", "C", "H", "H", "H", "H", "H", "C", "C", "C", "N", "C", "C", "H", "H", "H", "H", "H", "C", "C", "C", "N", "C", "C", "H", "H", "H", "H", "H", "C", "C", "C", "N", "C", "C", "H", "H", "H", "H", "H", "C", "C", "N", "H", "H", "H", "C", "C", "N", "H", "H", "H", "C", "C", "N", "H", "H", "H"],
  "coordinates": [[-2.848, -1.433, -1.217], [-3.287, -0.102, -1.495], [-2.595, 0.647, -2.461], [-1.582, 0.175, -3.192], [-1.251, -1.104, -2.991], [-1.849, -1.912, -2.004], [-3.360, -1.930, -0.390], [-4.024, 0.439, -0.957], [-2.856, 1.691, -2.674], [-0.485, -1.532, -3.553], [-1.487, -2.922, -2.013], [0.160, -0.149, 0.731], [0.443, 1.070, 0.070], [1.670, 1.629, 0.367], [2.653, 1.058, 1.065], [2.357, -0.117, 1.614], [1.128, -0.789, 1.460], [-0.733, -0.654, 0.578], [-0.253, 1.575, -0.549], [1.854, 2.645, 0.054], [3.052, -0.604, 2.229], [0.958, -1.809, 1.920], [-4.883, 3.482, 1.923], [-5.263, 2.236, 1.407], [-4.870, 1.102, 2.036], [-4.148, 1.085, 3.128], [-3.710, 2.235, 3.581], [-4.036, 3.490, 2.986], [-5.210, 4.439, 1.450], [-5.975, 2.090, 0.632], [-5.240, 0.134, 1.745], [-3.146, 2.188, 4.501], [-3.611, 4.414, 3.357], [4.161, 0.490, -2.227], [5.089, -0.272, -2.915], [4.740, -0.995, -4.029], [3.537, -0.957, -4.590], [2.685, -0.182, -3.975], [2.912, 0.558, -2.789], [4.422, 1.008, -1.248], [6.064, -0.421, -2.472], [5.466, -1.662, -4.474], [1.642, -0.148, -4.334], [2.222, 1.289, -2.376], [2.581, -3.770, -1.077], [3.807, -4.100, -0.507], [3.789, -4.159, 0.889], [2.723, -4.017, 1.650], [1.556, -3.810, 1.043], [1.443, -3.618, -0.304], [2.500, -3.591, -2.119], [4.776, -4.456, -0.917], [4.676, -4.328, 1.462], [0.717, -3.797, 1.721], [0.439, -3.389, -0.711], [1.510, 3.337, 3.985], [0.542, 2.745, 4.870], [-0.169, 2.185, 5.562], [1.501, 4.424, 3.903], [1.230, 2.929, 3.017], [2.525, 3.029, 4.263], [-2.722, -2.147, 4.002], [-2.241, -2.927, 2.940], [-1.892, -3.664, 2.121], [-1.918, -2.008, 4.723], [-3.407, -2.845, 4.571], [-3.252, -1.168, 3.801], [0.092, 2.595, -4.631], [-0.818, 3.628, -4.132], [-1.574, 4.409, -3.755], [-0.036, 1.661, -4.073], [1.134, 2.938, -4.514], [-0.027, 2.434, -5.690]],
  "mulliken_charge": [-0.430, -0.169, -0.540, -0.244, -0.574, -0.318, 0.449, 0.346, 0.376, 0.459, 0.569, -0.151, -0.348, -0.910, -0.506, -0.767, -0.407, 0.832, 0.755, 0.478, 0.581, 0.398, -0.302, -0.548, -0.178, -0.413, -0.348, -0.467, 0.339, 0.474, 0.486, 0.491, 0.406, -0.330, -0.299, -0.394, -0.605, -0.218, 0.064, 0.328, 0.369, 0.384, 0.409, 0.284, -0.248, -0.590, -0.171, -0.547, -1.086, 0.177, 0.479, 0.351, 0.443, 0.972, 0.213, -0.374, 0.322, -0.415, 0.317, -0.088, 0.263, -0.707, 0.555, -0.496, 0.299, 0.310, 0.116, -0.079, 0.236, -0.450, -0.254, 0.264, 0.379],
  "e_homo_ev": -9.49,
  "mol_weight_g_mol": 518.67,
  "e_tot_ev": -44616.211,
  "spin_multiplicity": 1,
  "fmax_ha_per_bohr": 0.062,
  "smiles": "c1ccncc1.c1ccncc1.c1ccncc1.c1ccncc1.c1ccncc1.CC#N.CC#N.CC#N"
}



Entry 5:
{
  "formula": "C8H13NO",
  "method": "the ωB97M-V functional and the def2-TZVPD basis",
  "elements": ["C", "C", "C", "C", "C", "C", "C", "N", "C", "H", "H", "H", "H", "H", "H", "H", "H", "H", "H", "H", "O", "H", "H"],
  "coordinates": [[-1.650, -1.620, 0.386], [-2.127, -0.445, -0.437], [-1.945, 1.010, -0.095], [-0.552, 1.295, 0.477], [0.073, 0.814, -0.862], [1.211, -0.211, -0.875], [2.463, 0.322, -0.318], [3.390, 0.989, -0.052], [-1.318, 0.417, -1.363], [-0.780, -1.383, 1.011], [-2.453, -1.957, 1.058], [-1.381, -2.467, -0.262], [-3.117, -0.617, -0.872], [-2.784, 1.705, -0.042], [-0.370, 2.357, 0.672], [-0.272, 0.723, 1.375], [0.400, 1.692, -1.433], [0.951, -1.115, -0.308], [1.414, -0.529, -1.909], [-1.644, 0.569, -2.393], [3.703, -0.843, 2.138], [2.771, -0.764, 2.373], [4.016, 0.058, 1.731]],
  "nbo_charge": [-0.617, -0.226, -0.210, -0.406, -0.197, -0.522, 0.331, -0.376, -0.225, 0.201, 0.220, 0.214, 0.223, 0.222, 0.226, 0.199, 0.221, 0.248, 0.257, 0.220, -0.965, 0.461, 0.499],
  "e_homo_ev": -10.09,
  "e_above_lowest_kcal_mol": 50.34,
  "mol_weight_g_mol": 139.20,
  "e_tot_ev": -12042.372,
  "spin_multiplicity": 1,
  "fmax_ha_per_bohr": 0.059,
  "smiles": "C[C@H]1[C@H]2C[C@@H](CC#N)[C@@H]12.O"
}



Entry 6:
{
  "formula": "C18H19BBaN6",
  "method": "the ωB97M-V functional and the def2-TZVPD basis",
  "elements": ["C", "N", "N", "C", "C", "B", "N", "N", "C", "C", "C", "Ba", "N", "N", "C", "C", "C", "H", "H", "H", "H", "H", "H", "H", "H", "H", "H", "H", "C", "H", "H", "H", "C", "C", "C", "C", "C", "C", "C", "C", "H", "H", "H", "H", "H"],
  "coordinates": [[3.249, 0.296, -0.982], [1.963, 0.365, -1.363], [1.918, 0.120, -2.720], [3.185, -0.074, -3.172], [4.067, 0.026, -2.097], [0.584, 0.171, -3.573], [-0.477, -0.974, -3.297], [-1.196, -1.078, -2.123], [-2.036, -2.117, -2.253], [-1.891, -2.695, -3.531], [-0.899, -1.939, -4.155], [-0.012, -0.004, -0.768], [-0.107, 1.521, -3.264], [-0.506, 1.719, -1.984], [-1.076, 2.934, -1.921], [-1.045, 3.538, -3.196], [-0.419, 2.603, -4.022], [-1.473, 3.305, -0.976], [-0.175, 2.628, -5.084], [-1.426, 4.519, -3.477], [0.897, 0.099, -4.741], [-0.467, -2.012, -5.152], [3.366, -0.262, -4.230], [-2.441, -3.538, -3.947], [5.152, -0.071, -2.119], [-2.696, -2.386, -1.429], [3.512, 0.449, 0.065], [-1.774, -0.684, 1.004], [-1.985, -1.457, 1.761], [-2.839, -2.071, 1.431], [-1.098, -2.099, 1.886], [-2.228, -0.975, 2.721], [0.267, 0.059, 1.545], [0.148, 0.010, 2.701], [0.000, -0.048, 4.078], [-1.129, 0.433, 4.762], [-1.024, 0.646, 6.139], [0.060, 0.138, 6.828], [1.027, -0.594, 6.146], [1.058, -0.576, 4.761], [-2.038, 0.721, 4.266], [-1.775, 1.184, 6.696], [0.122, 0.291, 7.892], [1.777, -1.122, 6.692], [1.882, -1.002, 4.205]],
  "mulliken_charge": [-0.169, -0.443, 0.187, -0.078, -0.964, -0.128, 0.131, -0.303, -0.163, -0.977, -0.059, 2.107, 0.372, -0.556, -0.245, -0.920, -0.055, 0.463, 0.461, 0.408, -0.054, 0.459, 0.452, 0.396, 0.392, 0.490, 0.494, 0.000, -0.811, 0.339, 0.406, 0.161, -1.673, 0.935, 0.903, -0.259, -0.658, -0.320, -0.595, -0.368, 0.480, 0.435, 0.431, 0.447, 0.453],
  "charge": 2,
  "e_homo_ev": [-14.98, -14.99],
  "e_above_lowest_kcal_mol": 127.24,
  "mol_weight_g_mol": 467.53,
  "e_tot_ev": -29260.769,
  "spin_multiplicity": 1,
  "fmax_ha_per_bohr": 0.144
}